C42H40BiN6O8P2S as an isolated structure, computed with ωB97M-V/def2-TZVPD.

Each line ends with the Mulliken charge.
CARTESIAN COORDINATES (ANGSTROEM)
Bi -0.57170 -0.42380 -0.17790  1.611
O 2.97080 -3.57830 1.51160  -0.524
C 1.81630 -2.97510 1.12670  0.331
O 1.14420 -2.35160 1.91960  -0.546
C 1.44150 -3.29160 -0.25610  0.559
C 2.20500 -4.21350 -0.97660  -0.626
C 1.78980 -4.60360 -2.23590  -0.672
C 0.59270 -4.10160 -2.71830  -0.824
C -0.10070 -3.17620 -1.94260  0.712
N 0.32780 -2.74790 -0.76500  -0.001
C -1.47150 -2.67980 -2.43160  -0.167
O -2.02230 -3.37550 -3.27440  -0.781
O -1.89080 -1.62730 -1.89150  -0.582
H 3.17350 -3.28930 2.41340  0.471
H 3.11110 -4.59260 -0.53360  0.546
H 2.38520 -5.30120 -2.81060  0.419
H 0.17990 -4.36910 -3.67900  0.534
C 1.17300 0.71910 2.75930  0.241
P 1.84530 2.48070 2.64190  0.079
C 0.37140 3.44110 2.10940  0.486
C -0.85200 3.34240 2.75650  -0.221
C -1.91280 4.12520 2.34250  -0.659
C -1.76010 5.01550 1.29290  -0.657
C -0.54000 5.12110 0.65180  -0.473
C 0.52370 4.34270 1.06570  0.047
C 1.73290 3.05860 4.39310  0.801
C 2.41530 4.24410 4.65440  -0.437
C 2.37180 4.83210 5.90310  -0.592
C 1.63460 4.24200 6.91620  -0.454
C 0.97180 3.05250 6.67390  -0.906
C 1.01980 2.46060 5.42390  -0.348
C 1.96900 -0.06220 1.78000  -0.355
C 3.30720 -0.43800 1.85100  -1.528
C 3.67000 -0.88630 0.57470  -1.281
C 2.54640 -0.75170 -0.23970  0.882
C 2.40000 -0.67040 -1.71460  -2.172
P 0.91670 0.53790 -2.06100  3.199
C 1.80480 2.10600 -1.75120  0.857
C 1.48410 3.21960 -2.52240  -0.830
C 2.23900 4.37500 -2.44180  -0.838
C 3.31850 4.45300 -1.57590  -0.676
C 3.61010 3.36740 -0.76740  -0.486
C 2.86720 2.20110 -0.85950  -0.819
C 0.92900 0.26960 -3.85690  0.665
C 1.97630 0.73690 -4.63690  -0.662
C 1.95480 0.54920 -6.00780  -0.779
C 0.90190 -0.12960 -6.59780  -0.638
C -0.13540 -0.61090 -5.81570  -0.762
C -0.13030 -0.40010 -4.45030  -0.950
N 1.53040 -0.23130 0.50700  0.745
H 0.11260 0.68880 2.49990  -0.663
H 1.33970 0.33770 3.76880  0.999
H -0.97130 2.65380 3.58290  0.241
H -2.86540 4.04500 2.85330  0.427
H -2.59400 5.61640 0.96190  0.337
H -0.41710 5.80890 -0.16990  0.337
H 1.48140 4.41820 0.57230  0.287
H 2.98350 4.69810 3.85280  0.355
H 2.92090 5.74370 6.09300  0.377
H 1.57200 4.71220 7.88670  0.363
H 0.41640 2.57690 7.46900  0.392
H 0.49520 1.53130 5.26120  0.281
H 3.92430 -0.40200 2.73150  0.510
H 4.63340 -1.24890 0.26970  0.502
H 2.13670 -1.62180 -2.18390  0.701
H 3.33710 -0.32840 -2.15960  0.515
H 0.62740 3.17020 -3.17350  0.525
H 1.97690 5.21520 -3.06800  0.429
H 3.91860 5.35310 -1.52480  0.332
H 4.42530 3.41480 -0.05750  0.374
H 3.13960 1.37860 -0.22410  0.404
H 2.78820 1.27300 -4.16380  0.411
H 2.74660 0.96630 -6.61510  0.429
H 0.88830 -0.26010 -7.67010  0.385
H -0.96220 -1.13490 -6.26970  0.492
H -0.96590 -0.70740 -3.84290  0.537
O -0.72370 1.64770 -2.51960  -0.314
S -1.47760 2.13940 -1.30080  0.827
O -1.82340 3.52640 -1.43620  -0.830
O -2.61660 1.25590 -1.08540  -0.314
O -0.53800 1.89930 -0.13460  -1.483
C -5.73080 0.75150 -0.38890  -1.168
C -6.29170 0.82860 1.02970  0.743
C -6.43300 -0.56070 1.64930  -1.519
C -5.44480 1.73930 1.93740  -1.250
N -4.23200 1.13060 2.39380  1.163
C -3.04970 0.96060 1.77070  -1.196
N -2.24630 0.33370 2.59740  0.447
N -2.93650 0.14220 3.71780  -0.822
N -4.11060 0.60940 3.61810  -0.408
H -6.35470 0.09510 -0.99360  0.428
H -4.70980 0.37620 -0.41540  0.035
H -5.71830 1.73590 -0.85400  0.354
H -7.28760 1.28980 0.98380  0.366
H -5.49330 -1.10400 1.58510  0.201
H -7.18780 -1.13430 1.11780  0.477
H -6.72590 -0.49910 2.69640  0.383
H -6.01230 1.98420 2.83870  0.434
H -5.18560 2.65600 1.40540  0.400
H -2.83540 1.28730 0.77270  0.831

Force components x, y, z for each atom (eV/Å):
Bi -0.9 -0.7 0.5
O 0.0 -0.4 -0.1
C 0.0 0.4 1.6
O -0.2 -1.0 -0.4
C 0.3 -0.8 -1.0
C -0.1 0.3 0.4
C -0.3 0.2 -0.1
C 0.2 0.0 0.1
C -0.3 -0.3 -0.5
N 0.3 -0.2 0.3
C 0.3 -0.5 0.0
O -0.1 -0.1 -0.3
O 0.0 0.7 0.5
H -0.2 0.2 -0.1
H 0.0 -0.1 0.0
H 0.0 0.0 -0.1
H -0.1 -0.1 0.0
C 0.3 0.2 -0.1
P -0.5 -0.1 0.4
C 0.3 0.0 0.1
C 0.1 0.0 -0.1
C -0.2 0.0 0.2
C 0.0 0.1 0.0
C 0.0 0.2 0.1
C 0.1 0.0 0.1
C 0.3 -0.1 -0.2
C 0.0 -0.1 0.0
C 0.0 0.1 0.0
C 0.0 0.1 0.1
C -0.1 0.0 0.2
C 0.1 -0.1 -0.1
C 0.6 0.4 -0.1
C -0.4 0.1 0.2
C -0.3 0.1 -0.4
C 0.7 0.1 0.2
C -0.4 0.2 -0.2
P 1.7 -0.7 -0.8
C 0.1 0.1 0.0
C 0.0 0.0 0.0
C 0.0 0.1 -0.1
C 0.0 0.0 0.1
C 0.1 0.1 0.0
C 0.1 0.0 0.0
C -0.2 -0.1 0.1
C 0.1 0.0 0.2
C 0.1 0.1 0.0
C 0.0 0.0 -0.1
C 0.0 -0.1 -0.2
C -0.1 0.1 0.0
N 0.4 0.5 0.6
H 0.0 0.0 0.3
H -0.2 0.0 -0.1
H -0.1 0.0 0.0
H -0.1 0.0 0.0
H -0.1 0.0 0.0
H 0.0 0.0 -0.1
H 0.1 0.0 -0.1
H 0.1 0.1 0.0
H 0.0 0.1 0.0
H 0.0 0.0 0.1
H -0.1 0.0 0.1
H -0.1 -0.1 0.0
H 0.1 0.1 0.1
H 0.2 -0.1 -0.1
H 0.0 0.0 -0.1
H -0.1 0.1 -0.1
H 0.0 0.1 -0.1
H 0.0 0.1 0.0
H 0.0 0.0 0.0
H 0.0 0.0 0.0
H 0.1 -0.1 0.1
H 0.1 0.0 -0.1
H 0.1 -0.1 0.0
H 0.0 -0.1 -0.1
H -0.1 -0.1 0.0
H -0.2 0.0 0.0
O -0.4 0.1 0.1
S -0.1 1.3 -0.3
O 0.1 0.0 -0.1
O -0.5 -0.5 -0.1
O -0.2 -0.1 0.0
C -0.2 0.1 0.2
C 0.1 -0.1 0.0
C -0.1 0.2 0.0
C -0.8 0.2 -0.2
N 1.3 -0.2 -0.2
C -0.6 0.0 0.6
N 0.4 0.1 -0.8
N 0.3 -0.4 0.8
N -1.0 0.2 0.4
H 0.0 -0.1 -0.1
H 0.0 -0.1 0.0
H 0.0 0.1 -0.1
H 0.1 0.0 0.0
H 0.1 -0.1 0.0
H -0.1 -0.1 -0.1
H 0.0 0.0 0.1
H 0.1 0.1 -0.1
H 0.0 0.0 0.1
H -0.1 0.1 -0.3

Results
Kohn-Sham gap = 6.88 eV
Charge = -1
Total energy = -104779.8162 eV
E_LUMO = 1.9509 eV
Max |F| = 2.02 eV Å⁻¹

One molecule with the formula C5H5NO, computed with ωB97M-V/def2-TZVPD.

Each line ends with the Mulliken charge.
CARTESIAN COORDINATES (ANGSTROEM)
O 0.23772 0.97196 -2.49714  -0.439
C -0.00396 0.92824 -1.31543  -0.133
C 0.49098 -0.21405 -0.44180  0.085
C 0.85587 0.15146 0.91908  -0.548
C -0.43617 -0.55877 1.17867  -0.330
C -1.46769 -0.60429 0.20604  0.302
N -2.19453 -0.78134 -0.69016  -0.491
H -0.47997 1.77756 -0.78121  0.336
H 0.84765 -1.07866 -0.98412  0.365
H 0.96177 1.19842 1.17325  0.278
H 1.68252 -0.46568 1.26564  0.252
H -0.49418 -1.32485 1.96717  0.321

Force components x, y, z for each atom (eV/Å):
O -0.2 -0.2 0.9
C 0.2 -0.2 -0.3
C 0.8 0.0 0.0
C 0.3 0.4 0.0
C -0.1 -0.2 -0.4
C -1.3 0.2 -0.7
N -0.3 0.2 1.0
H 0.0 -0.2 -0.1
H 0.2 0.0 0.3
H 0.1 0.2 0.0
H -0.1 0.2 0.4
H 0.5 -0.2 -1.0

Results
Kohn-Sham gap (alpha / beta) = 8.00 / 8.00 eV
Charge = 0
Total energy = -8799.1553 eV
E_LUMO (alpha / beta) = -0.8356 / -0.8360 eV
Max |F| = 1.48 eV Å⁻¹